Version w
Entry from the Open Molecules 2025 dataset: 2 unconnected molecules or ions with the total composition C5H13NO (ωB97M-V/def2-TZVPD).

Output
**Charge**: -1
**HOMO-LUMO gap (alpha / beta)**: 2.6 / 8.6 eV
**E_HOMO (alpha / beta)**: 1.19 / -4.95 eV
**Multiplicity**: 2
**Molar mass**: 103.2 u

```
20
C5H13NO, DFT ωB97M-V/def2-TZVPD
C -2.391 0.461 -1.087
C -0.900 0.588 -0.762
C -0.522 -0.389 0.395
C 0.525 0.091 1.358
C 1.586 -0.632 1.718
N 0.416 1.437 1.766
H -2.969 1.166 -0.505
H -2.584 0.696 -2.138
H -2.731 -0.551 -0.867
H -0.711 1.632 -0.499
H -0.167 0.421 -1.548
H -0.387 -1.366 -0.061
H -1.404 -0.372 1.055
H 1.917 -1.491 1.150
H 2.235 -0.328 2.536
H -0.381 1.944 1.397
H 0.409 1.615 2.762
H 1.975 -0.750 -2.962
H 1.604 -1.276 -1.584
O 1.369 -1.377 -2.525
```

Here are the natural (NBO) charges for atoms 1 to 8, given in e: -0.62, -0.50, -0.47, 0.12, -0.63, -0.85, 0.19, 0.20



Version x
Entry from the Open Molecules 2025 dataset: 2 unconnected molecules or ions with the total composition C5H13NO (ωB97M-V/def2-TZVPD).

Output
**Charge**: -1
**HOMO-LUMO gap (alpha / beta)**: 2.8 / 9.2 eV
**E_HOMO (alpha / beta)**: 1.02 / -5.50 eV
**Multiplicity**: 2
**Molar mass**: 103.2 u

```
20
C5H13NO, DFT ωB97M-V/def2-TZVPD
C -1.128 1.940 1.365
N -1.437 0.763 0.560
C -0.601 -0.390 0.859
C -0.833 -1.505 -0.143
C -0.270 -1.286 -1.518
C 1.036 -1.380 -1.771
H -0.330 2.555 0.943
H -0.863 1.580 2.362
H -2.048 2.521 1.459
H -1.340 0.975 -0.426
H -0.860 -0.764 1.850
H 0.462 -0.120 0.864
H -1.916 -1.659 -0.238
H -0.394 -2.428 0.249
H -0.872 -1.241 -2.425
H 1.689 -1.645 -0.940
H 1.567 -1.007 -2.636
H 2.772 0.880 -0.597
H 3.007 1.785 0.669
O 2.428 1.100 0.288
```

Here are the natural (NBO) charges for atoms 1 to 8, given in e: -0.44, -0.65, -0.23, -0.45, -0.21, -0.47, 0.19, 0.18



Version y
Entry from the Open Molecules 2025 dataset: 2 unconnected molecules or ions with the total composition C5H13NO (ωB97M-V/def2-TZVPD).

Output
**Charge**: -1
**HOMO-LUMO gap (alpha / beta)**: 2.4 / 9.1 eV
**E_HOMO (alpha / beta)**: 1.23 / -5.34 eV
**Multiplicity**: 2
**Molar mass**: 103.2 u

```
20
C5H13NO, DFT ωB97M-V/def2-TZVPD
C 0.483 -0.263 -1.213
C -0.206 0.141 0.076
C -1.565 -0.496 0.329
C -1.879 -1.192 1.410
C -2.703 -0.377 -0.648
N 1.665 -0.994 -0.866
H -0.211 -1.023 -1.715
H 0.764 0.637 -1.846
H 0.425 -0.178 1.015
H -0.525 1.245 -0.018
H -3.015 -1.354 1.586
H -1.259 -1.793 1.994
H -3.322 -1.234 -0.691
H -2.389 -0.266 -1.670
H -3.460 0.413 -0.239
H 1.455 -1.357 0.165
H 1.781 -1.731 -1.521
H 5.031 3.890 1.778
H 4.182 2.600 1.120
O 4.750 3.332 0.954
```

Here are the natural (NBO) charges for atoms 1 to 8, given in e: -0.27, -0.71, -0.07, -0.59, -0.69, -0.86, 0.15, 0.18



Stability, lowest: version y



Version w
Entry from the Open Molecules 2025 dataset: 2 unconnected molecules or ions with the total composition C5H13NO (ωB97M-V/def2-TZVPD).

Output
**Charge**: -1
**HOMO-LUMO gap (alpha / beta)**: 2.6 / 8.1 eV
**E_HOMO (alpha / beta)**: 1.26 / -4.26 eV
**Multiplicity**: 2
**Molar mass**: 103.2 u

```
20
C5H13NO, DFT ωB97M-V/def2-TZVPD
C -2.082 -0.512 0.859
N -1.292 -1.210 -1.790
C -0.308 -0.860 -0.847
C -0.653 -0.485 0.402
C 0.399 -0.292 1.469
C 1.073 -0.767 -1.430
H -2.487 0.512 1.016
H -2.225 -1.040 1.807
H -2.761 -1.048 0.203
H -1.939 -1.921 -1.490
H -1.058 -1.280 -2.766
H 0.560 -1.266 1.990
H 0.056 0.352 2.263
H 1.376 -0.032 0.999
H 1.119 0.227 -1.887
H 1.789 -1.012 -0.674
H 1.260 -1.421 -2.294
H 1.698 2.842 0.627
H 2.092 4.259 1.281
O 2.381 3.366 1.075
```

Here are the natural (NBO) charges for atoms 1 to 8, given in e: -0.70, -0.87, 0.13, -0.20, -0.72, -0.84, 0.21, 0.19



Version x
Entry from the Open Molecules 2025 dataset: 2 unconnected molecules or ions with the total composition C5H13NO (ωB97M-V/def2-TZVPD).

Output
**Charge**: -1
**HOMO-LUMO gap (alpha / beta)**: 2.4 / 9.2 eV
**E_HOMO (alpha / beta)**: 1.17 / -5.77 eV
**Multiplicity**: 2
**Molar mass**: 103.2 u

```
20
C5H13NO, DFT ωB97M-V/def2-TZVPD
C -0.377 -0.066 2.462
N -0.057 0.663 1.291
C 0.990 -0.052 0.491
C 1.539 1.077 -0.630
C 0.338 1.931 -1.154
C -0.194 2.028 -2.375
H -1.071 -0.898 2.438
H 0.581 -0.435 2.875
H -0.763 0.658 3.158
H -0.872 0.858 0.701
H 1.791 -0.543 0.940
H 0.546 -0.974 -0.014
H 2.439 1.625 0.030
H 1.975 0.489 -1.457
H -0.146 2.493 -0.349
H 0.329 1.830 -3.371
H -1.241 2.550 -2.439
H -2.636 -4.590 -1.082
H -1.403 -4.455 -0.305
O -1.767 -4.190 -1.210
```

Here are the natural (NBO) charges for atoms 1 to 8, given in e: -0.54, -0.66, -0.28, -0.45, -0.20, -0.43, 0.16, 0.18



Stability, lowest: version x



Version w
Entry from the Open Molecules 2025 dataset: 2 unconnected molecules or ions with the total composition C3H4S (ωB97M-V/def2-TZVPD).

Output
**HOMO-LUMO gap**: 7.0 eV
**E_HOMO**: -7.55 eV
**Molar mass**: 72.1 u

```
8
C3H4S, DFT ωB97M-V/def2-TZVPD
C 0.974 -1.260 1.045
C 0.289 -0.303 0.554
C -0.809 0.726 -1.167
S 0.850 0.306 2.140
H 1.700 -1.953 1.166
H -1.475 -0.151 -1.460
H -0.181 1.263 -1.813
H -1.348 1.373 -0.464
```

natural (NBO) atomic charges, in units of e: -0.32, -0.10, -0.42, -0.02, 0.24, 0.22, 0.20, 0.21



Version x
Entry from the Open Molecules 2025 dataset: a single C3H4S molecule (ωB97M-V/def2-TZVPD).

Output
**HOMO-LUMO gap**: 9.4 eV
**E_HOMO**: -9.06 eV
**Molar mass**: 72.1 u
**SMILES string**: C=C=CS

```
8
C3H4S, DFT ωB97M-V/def2-TZVPD
C 0.457 -0.055 0.201
C 1.026 0.033 1.399
C -0.112 -0.188 -1.159
S -1.754 0.331 -0.957
H 1.997 0.489 1.884
H 0.286 -0.588 2.016
H -0.078 -1.277 -1.453
H -1.822 1.255 -1.931
```

natural (NBO) atomic charges, in units of e: 0.20, -0.56, -0.54, 0.02, 0.28, 0.26, 0.23, 0.11



Stability, lowest: version w



Version w
Entry from the Open Molecules 2025 dataset: a single C5H10N2 molecule (ωB97M-V/def2-TZVPD).

Output
**HOMO-LUMO gap**: 10.3 eV
**E_HOMO**: -9.26 eV
**Molar mass**: 98.1 u
**SMILES string**: C[C@H]1N[C@H]1[C@H]1CN1

```
17
C5H10N2, DFT ωB97M-V/def2-TZVPD
C 1.212 1.558 0.053
C 1.440 0.087 0.021
N 0.739 -0.892 1.064
C 0.426 -0.882 -0.348
C -0.932 -0.268 -0.638
C -2.180 -0.894 -0.163
N -1.692 0.344 0.441
H 2.058 2.096 0.489
H 0.303 1.798 0.606
H 1.085 1.883 -0.984
H 2.442 -0.251 -0.274
H 1.714 -0.701 1.372
H 0.719 -1.672 -1.043
H -0.946 0.300 -1.572
H -3.094 -0.801 -0.746
H -2.085 -1.813 0.412
H -1.208 0.109 1.310
```

Here are the natural (NBO) charges for atoms 1 to 8, given in e: -0.64, -0.07, -0.71, -0.08, -0.10, -0.26, -0.59, 0.22



Version x
Entry from the Open Molecules 2025 dataset: a single C5H10N2 molecule (ωB97M-V/def2-TZVPD).

Output
**HOMO-LUMO gap**: 9.8 eV
**E_HOMO**: -8.68 eV
**Molar mass**: 98.1 u
**SMILES string**: C1C[C@@H]2N[C@H]2CN1

```
17
C5H10N2, DFT ωB97M-V/def2-TZVPD
C -0.197 1.337 0.450
C -1.225 0.577 -0.691
C -0.055 -0.226 -1.220
C 0.148 -1.153 0.033
C 1.234 -0.746 0.950
H -1.025 1.872 0.772
H 0.329 2.129 -0.212
H -1.996 1.197 -1.409
H -2.071 0.088 0.016
H 0.606 0.273 -1.599
H -0.270 -2.132 -1.848
H -0.755 -1.483 0.587
H 2.074 -0.582 0.251
H 1.385 -1.172 1.895
H 0.817 1.203 2.133
N 0.514 -1.653 -1.401
N 0.486 0.471 1.292
```

Here are the natural (NBO) charges for atoms 1 to 8, given in e: -0.19, -0.42, -0.12, -0.06, -0.23, 0.21, 0.15, 0.21



Stability, lowest: version x



Version w
Entry from the Open Molecules 2025 dataset: a single C5H10N2 molecule (ωB97M-V/def2-TZVPD).

Output
**HOMO-LUMO gap**: 10.1 eV
**E_HOMO**: -8.90 eV
**Molar mass**: 98.1 u
**SMILES string**: C1C[C@@H]2N[C@H]2CN1

```
17
C5H10N2, DFT ωB97M-V/def2-TZVPD
C -1.592 0.588 0.111
C -0.341 1.568 -0.173
C 0.769 0.705 0.368
C 0.881 -0.562 -0.334
C -0.056 -1.539 0.200
H -2.591 0.893 -0.341
H -1.783 0.742 1.186
H -0.477 2.520 0.304
H -0.222 1.911 -1.261
H 0.674 0.564 1.452
H 2.593 0.330 -0.808
H 0.555 -0.420 -1.372
H 0.086 -1.592 1.261
H -0.070 -2.497 -0.290
H -2.163 -1.353 -0.047
N 2.109 0.073 0.087
N -1.333 -0.882 -0.246
```

Here are the natural (NBO) charges for atoms 1 to 8, given in e: -0.22, -0.42, -0.10, -0.11, -0.22, 0.21, 0.16, 0.21



Version x
Entry from the Open Molecules 2025 dataset: a single C5H10N2 molecule (ωB97M-V/def2-TZVPD).

Output
**HOMO-LUMO gap**: 8.5 eV
**E_HOMO**: -8.32 eV
**Molar mass**: 98.1 u
**SMILES string**: C=N/C=C/CCN

```
17
C5H10N2, DFT ωB97M-V/def2-TZVPD
C -1.677 0.671 -1.083
C -0.163 0.779 -1.013
C 0.450 -0.389 -0.255
C 1.793 -0.457 -0.137
N 2.555 -1.033 0.867
C 2.058 -1.768 1.767
N -2.250 0.675 0.290
H -2.041 1.573 -1.598
H -2.164 -0.072 -1.720
H 0.007 1.669 -0.374
H 0.283 0.923 -1.982
H -0.123 -0.935 0.502
H 2.217 0.136 -0.957
H 1.107 -1.607 2.304
H 2.608 -2.617 2.169
H -3.042 1.311 0.287
H -1.618 1.141 0.932
```

Here are the natural (NBO) charges for atoms 1 to 8, given in e: -0.21, -0.44, -0.20, -0.04, -0.44, 0.01, -0.84, 0.17



Stability, lowest: version w



Version w
Entry from the Open Molecules 2025 dataset: 5 unconnected molecules or ions with the total composition C4H18N2O4 (ωB97M-V/def2-TZVPD).

Output
**HOMO-LUMO gap**: 9.9 eV
**E_HOMO**: -9.28 eV
**Molar mass**: 158.2 u
**SMILES string**: [H]/N=C/NCCC.O.O.O.O

```
28
C4H18N2O4, DFT ωB97M-V/def2-TZVPD
C 1.059 -0.851 2.082
C 1.545 0.666 2.182
C 0.929 1.593 1.069
N -0.483 1.203 0.888
C -1.321 2.169 0.334
N -2.120 1.890 -0.610
H 0.119 -1.076 2.520
H 1.163 -1.273 1.078
H 1.714 -1.205 2.855
H 2.588 0.600 2.088
H 1.251 1.038 3.206
H 1.055 2.720 1.270
H 1.542 1.300 0.127
H -0.534 0.141 0.617
H -1.130 3.209 0.870
H -2.776 2.567 -0.942
H 1.562 -0.064 -2.242
H 0.174 0.051 -2.697
O 0.815 0.632 -2.230
H 1.147 -2.802 -2.062
H 0.467 -1.659 -2.281
O 1.317 -2.052 -2.527
H -1.802 -3.270 -0.712
H -0.946 -1.858 -0.516
O -1.090 -2.777 -0.214
H -2.758 -0.477 -1.260
H -1.496 0.230 -1.286
O -1.993 -0.642 -1.611
```

Here are the natural (NBO) charges for atoms 1 to 8, given in e: -0.64, -0.39, -0.23, -0.65, 0.33, -0.77, 0.22, 0.21



Version x
Entry from the Open Molecules 2025 dataset: 4 unconnected molecules or ions with the total composition C4H18N2O4 (ωB97M-V/def2-TZVPD).

Output
**HOMO-LUMO gap**: 9.6 eV
**E_HOMO**: -9.06 eV
**Molar mass**: 158.2 u
**SMILES string**: NCC[C@@H](N)CO.O.O.O

```
28
C4H18N2O4, DFT ωB97M-V/def2-TZVPD
C 0.618 0.417 2.508
O 0.000 -0.173 3.648
C 0.144 -0.406 1.254
C 1.103 -0.326 0.131
C 0.607 -0.942 -1.235
N 0.047 -0.015 -2.213
N -0.400 -1.720 1.520
H 1.708 0.304 2.655
H 0.506 1.486 2.291
H -0.023 0.493 4.366
H -0.735 0.229 1.005
H 2.008 -0.913 0.351
H 1.367 0.695 -0.128
H -0.077 -1.785 -1.106
H 1.506 -1.492 -1.545
H 0.689 0.093 -2.995
H -0.733 -0.422 -2.726
H 0.181 -2.427 1.939
H -1.328 -1.598 1.879
H -2.320 -3.003 -0.992
H -1.926 -1.455 -0.920
O -2.633 -2.099 -0.879
H 0.966 3.379 -0.960
H 1.648 2.087 -1.701
O 1.720 3.013 -1.459
H -2.203 2.198 -1.075
H -1.061 1.876 -2.137
O -1.380 2.506 -1.476
```

Here are the natural (NBO) charges for atoms 1 to 8, given in e: -0.08, -0.72, -0.07, -0.42, -0.23, -0.88, -0.86, 0.14



Stability, lowest: version w